Entry A
{
  "formula": "C6H6N2O4",
  "method": "the ωB97M-V functional and the def2-TZVPD basis",
  "total_charge": 0,
  "lumo_energy_ev": [-1.713, -1.542],
  "smiles": "CN1C(=O)C(/C=[N+](/[O-])O)=C=C1O",
  "orbital_gap_ev": [6.6, 6.7],
  "species": ["C", "N", "C", "O", "C", "C", "N", "O", "O", "C", "C", "O", "H", "H", "H", "H", "H", "H"],
  "coordinates": [[1.46334, -1.09559, 0.15203], [0.45915, -0.05353, 0.00867], [-0.90396, -0.23506, 0.04593], [-1.36845, -1.26176, 0.45390], [-1.52830, 1.10504, -0.05408], [-2.98648, 1.16698, 0.15478], [-3.93827, 0.26736, -0.08506], [-5.05716, 0.53544, 0.25653], [-3.58963, -0.96055, -0.48178], [-0.41900, 2.00910, 0.05480], [0.71304, 1.26646, -0.14526], [1.88765, 1.78771, -0.46406], [1.87310, -0.84427, 1.08238], [1.01901, -2.04056, 0.16160], [2.15710, -0.93621, -0.72767], [-3.37709, 2.12003, 0.65042], [-2.62996, -1.08951, -0.23455], [1.73342, 2.78613, -0.31609]]
}

Entry B
{
  "formula": "C6H6N2O4",
  "method": "the ωB97M-V functional and the def2-TZVPD basis",
  "total_charge": 0,
  "lumo_energy_ev": -0.473,
  "orbital_gap_ev": 9.6,
  "species": ["C", "C", "C", "C", "C", "C", "N", "N", "O", "O", "O", "O", "H", "H", "H", "H", "H", "H"],
  "coordinates": [[-3.19213, -0.11409, 0.12399], [-2.59743, 1.32142, -0.43726], [-2.60786, -1.29046, -0.45396], [-0.61889, -0.05740, -0.43022], [-0.28140, -0.01598, 1.06483], [0.71418, -0.08740, -1.25279], [-5.44167, 0.12286, 0.88188], [-4.42904, -0.10554, 0.39369], [-3.12503, 2.40344, -0.48992], [-3.23691, -2.26925, -0.71371], [-1.33395, 1.22597, -0.75982], [-1.30478, -1.13367, -0.85982], [0.42107, 0.76557, 1.23347], [0.15594, -1.11257, 1.06963], [-1.17617, -0.00841, 1.77982], [0.80614, -0.84886, -1.97032], [1.47077, -0.24483, -0.52841], [0.67292, 0.81014, -1.89358]]
}

Top of the stability list: entry B, leading by 4.703 eV.

Entry A
{
  "formula": "C18H23HfN2O6S4Se3Te",
  "method": "the ωB97M-V functional and the def2-TZVPD basis",
  "total_charge": -1,
  "lumo_energy_ev": 2.211,
  "orbital_gap_ev": 6.2,
  "species": ["Hf", "C", "C", "N", "C", "C", "S", "C", "C", "N", "H", "H", "H", "H", "H", "H", "H", "H", "H", "H", "H", "H", "H", "H", "O", "S", "O", "O", "C", "C", "C", "C", "C", "C", "S", "O", "O", "O", "H", "H", "H", "H", "Se", "Se", "Te", "Se", "S", "C", "C", "C", "C", "C", "C", "H", "H", "H", "H", "H"],
  "coordinates": [[0.39704, -0.91801, -0.59920], [2.40241, -1.14565, 2.13454], [2.93644, -0.00141, 1.28434], [2.65075, -0.23602, -0.15211], [3.81656, -0.87033, -0.81839], [4.26699, -2.19219, -0.22334], [3.07153, -3.54232, -0.40863], [2.53783, -3.95550, 1.26705], [1.25756, -3.27249, 1.75064], [1.23647, -1.80999, 1.50150], [2.13167, -0.77348, 3.12552], [3.17332, -1.89216, 2.28302], [4.01369, 0.11732, 1.43476], [2.48259, 0.93422, 1.57938], [2.57800, 0.69403, -0.56800], [4.66072, -0.17158, -0.76124], [3.57392, -1.02387, -1.86966], [4.60374, -2.10506, 0.81083], [5.13745, -2.49781, -0.80553], [3.36669, -3.84905, 1.96905], [2.32315, -5.02379, 1.21025], [1.14444, -3.46027, 2.82558], [0.39530, -3.70260, 1.24343], [0.40149, -1.45906, 1.97621], [1.64819, 2.71549, 0.29494], [0.41876, 2.26449, 0.89895], [0.19440, 2.68369, 2.25681], [0.25761, 0.76132, 0.80340], [-0.93011, 2.94426, -0.06404], [-1.63160, 3.97061, 0.55111], [-2.66857, 4.60951, -0.10941], [-3.02455, 4.21929, -1.38703], [-2.33313, 3.19738, -2.01414], [-1.28174, 2.56263, -1.36788], [-0.50991, 1.25679, -2.30490], [-0.66692, 1.60144, -3.67767], [-1.18373, -0.02873, -1.88194], [0.87193, 1.06062, -1.81267], [-1.35076, 4.24830, 1.55692], [-3.20536, 5.40904, 0.38534], [-3.84225, 4.70707, -1.90131], [-2.58867, 2.88480, -3.01671], [1.13435, -1.81395, -3.20940], [2.92128, -3.07833, -3.65963], [0.77541, -5.49367, -1.96262], [-0.31889, -3.32015, -1.60688], [-1.64395, -1.61955, 0.89730], [-2.93206, -0.44902, 0.51356], [-3.76741, -0.65187, -0.58452], [-4.79944, 0.23047, -0.85840], [-5.02381, 1.32736, -0.03274], [-4.20005, 1.53256, 1.06420], [-3.15809, 0.65318, 1.33293], [-3.58438, -1.50381, -1.22714], [-5.43289, 0.06032, -1.72047], [-5.83355, 2.01536, -0.24370], [-4.36294, 2.38374, 1.71417], [-2.50695, 0.81645, 2.18356]]
}

Entry B
{
  "formula": "C18H23HfN2O6S4Se3Te",
  "method": "the ωB97M-V functional and the def2-TZVPD basis",
  "total_charge": -1,
  "lumo_energy_ev": 2.213,
  "orbital_gap_ev": 6.5,
  "species": ["Hf", "C", "C", "N", "C", "C", "S", "C", "C", "N", "H", "H", "H", "H", "H", "H", "H", "H", "H", "H", "H", "H", "H", "H", "O", "S", "O", "O", "C", "C", "C", "C", "C", "C", "S", "O", "O", "O", "H", "H", "H", "H", "Se", "Se", "Te", "Se", "S", "C", "C", "C", "C", "C", "C", "H", "H", "H", "H", "H"],
  "coordinates": [[0.59475, -0.69288, 0.22424], [-0.22676, -3.51190, -1.48074], [-0.82666, -2.55508, -2.50199], [-0.60857, -1.13149, -2.18078], [-1.76190, -0.32825, -2.61465], [-3.02791, -0.68608, -1.84110], [-2.77073, -0.89800, -0.05541], [-2.78934, -2.71568, 0.09606], [-1.50608, -3.36621, 0.59576], [-0.27071, -2.95996, -0.11389], [0.80944, -3.70296, -1.72534], [-0.76648, -4.46672, -1.51180], [-1.90186, -2.72469, -2.55041], [-0.42564, -2.79055, -3.49183], [0.19868, -0.82837, -2.71859], [-1.94861, -0.44939, -3.69073], [-1.51026, 0.70987, -2.43467], [-3.52917, -1.57373, -2.22605], [-3.73550, 0.13750, -1.94775], [-3.11668, -3.13291, -0.85626], [-3.56205, -2.95655, 0.82854], [-1.62355, -4.45444, 0.49765], [-1.37449, -3.14483, 1.65068], [0.49488, -3.42449, 0.38873], [-1.21777, -1.72770, 4.25068], [-1.28908, -0.72650, 3.21752], [-2.61260, -0.30357, 2.84095], [-0.49737, -1.18662, 2.01989], [-0.41655, 0.68268, 3.78677], [-0.48095, 1.00413, 5.13507], [0.12299, 2.15739, 5.60305], [0.80850, 2.98429, 4.72156], [0.89971, 2.65568, 3.38387], [0.27412, 1.50549, 2.91031], [-0.20777, 2.31360, 0.30745], [-0.37534, 1.09087, -0.58835], [-1.47584, 2.77584, 0.81087], [0.40522, 1.18170, 1.59411], [-1.00522, 0.32950, 5.79759], [0.07035, 2.40514, 6.65476], [1.29497, 3.88129, 5.08182], [1.47322, 3.25443, 2.68898], [2.40739, -1.61274, -1.81216], [3.40986, -3.53868, -0.94504], [4.47994, -2.36719, 1.00700], [2.29873, -1.78525, 2.08049], [2.69878, 1.21829, -0.09145], [2.44576, 2.21878, -1.52852], [2.26192, 1.72009, -2.81657], [2.03924, 2.56969, -3.89037], [2.00537, 3.94427, -3.71264], [2.19812, 4.45612, -2.43349], [2.40555, 3.60606, -1.36412], [2.32389, 0.65161, -2.99117], [1.90235, 2.14565, -4.87834], [1.82941, 4.60482, -4.55103], [2.17604, 5.52604, -2.26389], [2.53229, 4.01256, -0.36529]]
}

Top of the stability list: entry B, leading by 0.064 eV.

Entry A
{
  "formula": "C5H5FO",
  "method": "the ωB97M-V functional and the def2-TZVPD basis",
  "total_charge": 0,
  "lumo_energy_ev": 0.859,
  "smiles": "C=C=CF.C=C=O",
  "orbital_gap_ev": 10.1,
  "species": ["C", "C", "C", "F", "H", "H", "H", "C", "C", "O", "H", "H"],
  "coordinates": [[-0.45408, 1.38936, 2.36518], [-0.10573, 0.21289, 1.91428], [-0.08155, -0.97604, 1.36515], [-0.98756, -1.06047, 0.24008], [0.15826, 2.25137, 2.02326], [-1.18484, 1.79170, 3.07514], [0.50282, -1.84597, 1.59501], [0.29118, 0.15821, -2.47663], [0.48455, -1.09975, -2.32544], [0.74557, -2.23636, -2.17779], [-0.33880, 0.96300, -2.21603], [0.97018, 0.45205, -3.38220]]
}

Entry B
{
  "formula": "C5H5FO",
  "method": "the ωB97M-V functional and the def2-TZVPD basis",
  "total_charge": 0,
  "lumo_energy_ev": 0.631,
  "smiles": "C=C=CO.C#CF",
  "orbital_gap_ev": 9.5,
  "species": ["C", "C", "C", "O", "H", "H", "H", "H", "C", "C", "F", "H"],
  "coordinates": [[0.46971, -0.28374, 1.57564], [1.30978, -0.19165, 0.58788], [2.10397, 0.25897, -0.39163], [1.78120, -0.17447, -1.73355], [-0.31129, 0.46613, 1.53539], [0.37056, -1.21133, 2.20156], [2.97245, 0.83892, -0.39994], [0.86011, -0.50168, -1.78588], [-2.62868, 0.82373, -0.38997], [-2.14805, -0.25813, -0.25731], [-1.78071, -1.55004, -0.33056], [-2.99905, 1.78329, -0.61163]]
}

Top of the stability list: entry A, leading by 1.615 eV.

Entry A
{
  "formula": "S2",
  "method": "the ωB97M-V functional and the def2-TZVPD basis",
  "total_charge": 0,
  "lumo_energy_ev": -4.476,
  "orbital_gap_ev": 5.4,
  "species": ["S", "S"],
  "coordinates": [[0.00000, 0.00000, 1.37030], [0.00000, 0.00000, -1.37030]]
}

Entry B
{
  "formula": "S2",
  "method": "the ωB97M-V functional and the def2-TZVPD basis",
  "total_charge": 0,
  "lumo_energy_ev": -4.627,
  "orbital_gap_ev": 5.4,
  "species": ["S", "S"],
  "coordinates": [[-1.42337, -0.01106, 0.05363], [1.42337, 0.01106, -0.05363]]
}

Entry C
{
  "formula": "S2",
  "method": "the ωB97M-V functional and the def2-TZVPD basis",
  "total_charge": 0,
  "lumo_energy_ev": -2.389,
  "orbital_gap_ev": 5.8,
  "species": ["S", "S"],
  "coordinates": [[0.81689, 0.10436, 0.41921], [-0.81689, -0.10436, -0.41921]]
}

Top of the stability list: entry C, leading by 4.156 eV.